Entry w
Formula: C11H15N
Source: the Open Molecules 2025 dataset
Level of theory: ωB97M-V/def2-TZVPD

XYZ file:
```
27
C11H15N, DFT ωB97M-V/def2-TZVPD
C 0.45 -2.08 0.98
C -0.49 -2.11 2.21
H 0.94 -3.04 0.86
H -0.27 -2.04 0.14
H 1.03 -1.16 1.00
H -0.92 -3.09 2.41
H -1.31 -1.42 1.99
H -0.03 -1.82 3.15
C 0.59 2.03 1.63
C 0.36 0.76 -1.79
C -0.31 1.13 -0.62
C 0.62 1.82 0.19
C 1.77 1.99 -0.63
C -0.07 -0.34 -2.54
C -1.11 -1.07 -2.02
C -1.62 0.62 -0.39
C -2.02 -0.45 -1.13
N 1.63 1.37 -1.81
H 1.93 1.92 -2.61
H 0.66 -0.59 -3.30
H 2.73 2.44 -0.44
H -1.35 -2.04 -2.43
H -2.22 1.14 0.34
H -0.32 1.82 2.17
H 0.83 3.12 1.75
H -3.07 -0.69 -1.19
H 1.56 1.79 2.09
```

## Properties
* frontier orbital gap (spin up / spin down): 9.1 / 6.6 eV
* expectation value of S²: 0.775
* net charge: +1
* spin multiplicity: 2
* LUMO energy (spin up / spin down): -3.9 / -6.8 eV

Results of the natural (NBO) charge analysis, in e, for atoms 1 through 2: atom 1 (C): -0.61, atom 2 (C): -0.61

=====

Entry x
Formula: C11H15N
Source: the Open Molecules 2025 dataset
Level of theory: ωB97M-V/def2-TZVPD

XYZ file:
```
27
C11H15N, DFT ωB97M-V/def2-TZVPD
C -2.42 -2.38 -0.10
C -1.32 0.63 1.69
C -1.57 -0.11 0.52
C -2.22 -1.31 0.93
C -2.31 -1.31 2.31
C 0.13 2.09 0.51
C -0.45 1.68 1.72
C -0.25 1.43 -0.68
C -1.14 0.37 -0.72
N -1.79 -0.13 2.79
H 0.86 2.88 0.50
H -0.25 2.17 2.67
H 0.10 1.82 -1.62
H -1.41 -0.03 -1.69
H -1.90 0.16 3.76
H -2.43 -1.93 3.18
H -1.82 -2.21 -0.98
H -3.47 -2.44 -0.42
H -2.27 -3.41 0.20
C 2.87 -0.08 -2.39
C 3.59 0.54 -1.20
H 2.06 0.59 -2.70
H 3.51 0.03 -3.27
H 2.53 -1.10 -2.26
H 4.25 1.34 -1.57
H 4.27 -0.16 -0.73
H 2.86 0.87 -0.46
```

## Properties
* frontier orbital gap (spin up / spin down): 9.5 / 6.3 eV
* expectation value of S²: 0.772
* net charge: +1
* spin multiplicity: 2
* LUMO energy (spin up / spin down): -3.7 / -7.2 eV

Results of the natural (NBO) charge analysis, in e, for atoms 1 through 2: atom 1 (C): -0.67, atom 2 (C): 0.15

=====

Entry y
Formula: C11H15N
Source: the Open Molecules 2025 dataset
Level of theory: ωB97M-V/def2-TZVPD

XYZ file:
```
27
C11H15N, DFT ωB97M-V/def2-TZVPD
C 0.76 1.75 1.96
C -0.12 1.47 3.20
H 0.19 2.22 1.16
H 1.57 2.40 2.24
H 1.14 0.82 1.53
H 0.49 1.00 3.95
H -1.02 0.90 2.95
H -0.61 2.41 3.46
C 2.21 0.69 -1.15
C -0.13 -0.43 -1.26
C 1.29 -0.46 -1.15
C -0.56 -1.77 -1.08
C 1.66 -1.83 -1.12
C -1.06 0.62 -1.21
C -2.39 0.30 -1.08
C -2.81 -1.03 -0.95
C -1.88 -2.07 -0.86
N 0.56 -2.60 -1.05
H -0.70 1.63 -1.33
H -3.03 1.17 -0.98
H -3.86 -1.19 -0.75
H 2.36 1.10 -2.15
H 3.15 0.34 -0.71
H 2.61 -2.33 -1.19
H 0.53 -3.59 -1.28
H -2.18 -3.06 -0.54
H 1.81 1.54 -0.60
```

## Properties
* frontier orbital gap (spin up / spin down): 9.3 / 6.6 eV
* expectation value of S²: 0.773
* net charge: +1
* spin multiplicity: 2
* LUMO energy (spin up / spin down): -3.7 / -6.9 eV

Results of the natural (NBO) charge analysis, in e, for atoms 1 through 2: atom 1 (C): -0.60, atom 2 (C): -0.61

=====

Of them, the most stable is entry y and the least stable is entry w.

=====

Entry w
Formula: C5H4NO3
Source: the Open Molecules 2025 dataset
Level of theory: ωB97M-V/def2-TZVPD

XYZ file:
```
13
C5H4NO3, DFT ωB97M-V/def2-TZVPD
C -2.24 0.04 -0.20
C -3.03 -0.89 0.20
C -1.38 1.02 -0.23
C 2.43 0.84 0.22
C 1.29 -1.24 0.08
N 1.12 -0.08 0.46
O 2.04 1.94 -0.12
O -3.98 -1.65 0.36
O 3.49 0.33 0.48
H -1.03 1.38 -1.28
H -1.35 1.80 0.59
H 0.41 -1.88 -0.09
H 2.24 -1.62 -0.48
```

## Properties
* frontier orbital gap: 6.9 eV
* net charge: -1
* LUMO energy: 2.5 eV

Results of the natural (NBO) charge analysis, in e, for atoms 1 through 2: atom 1 (C): -0.40, atom 2 (C): 0.61

=====

Entry x
Formula: C5H4NO3
Source: the Open Molecules 2025 dataset
Level of theory: ωB97M-V/def2-TZVPD

XYZ file:
```
13
C5H4NO3, DFT ωB97M-V/def2-TZVPD
O -2.86 -0.40 0.43
N -1.62 -0.34 0.12
C -1.03 0.79 -0.35
C 0.33 0.90 -0.48
C 1.13 -0.23 0.00
O 2.01 0.15 0.99
O 1.52 -1.42 -0.74
C 0.47 -1.45 0.20
C -0.88 -1.53 0.07
H -1.69 1.60 -0.51
H 0.82 1.80 -0.92
H 2.32 -0.76 1.07
H -1.48 -2.33 0.29
```

## Properties
* frontier orbital gap (spin up / spin down): 5.9 / 5.8 eV
* net charge: -1
* SMILES: [O-]N1C=C[C@]2(O)OC2=C1
* LUMO energy (spin up / spin down): 3.8 / 3.9 eV

Results of the natural (NBO) charge analysis, in e, for atoms 1 through 2: atom 1 (O): -0.70, atom 2 (N): 0.00

=====

Of them, the most stable is entry w and the least stable is entry x.

=====

Entry w
Formula: F6H20O10P
Source: the Open Molecules 2025 dataset
Level of theory: ωB97M-V/def2-TZVPD

XYZ file:
```
37
F6H20O10P, DFT ωB97M-V/def2-TZVPD
P 0.14 0.30 0.00
F -1.25 1.02 -0.34
F 0.99 1.52 -0.69
F 0.23 1.07 1.41
F 1.57 -0.44 0.26
F -0.58 -0.92 0.74
F 0.05 -0.47 -1.42
O -1.40 3.67 1.28
H -1.26 2.78 0.92
H -1.53 4.22 0.50
O -4.48 0.07 -0.73
H -3.84 -0.68 -0.65
H -4.71 0.31 0.17
O -0.52 -2.16 3.19
H 0.22 -2.51 2.68
H -0.21 -1.31 3.53
O -2.66 -2.13 -0.88
H -2.69 -2.37 0.06
H -1.89 -1.54 -0.94
O 3.32 -2.62 -0.39
H 4.17 -2.23 -0.17
H 2.70 -1.88 -0.29
O 0.21 -3.23 -3.18
H -0.16 -2.34 -3.24
H 1.07 -3.10 -2.74
O 0.37 3.79 -2.75
H 0.16 3.01 -2.22
H 1.33 3.81 -2.76
O 4.01 0.84 -0.93
H 3.08 1.02 -0.71
H 3.95 0.13 -1.58
O -2.93 -2.26 2.01
H -3.42 -1.50 2.35
H -2.00 -2.10 2.24
O 2.90 2.61 2.03
H 2.93 3.44 1.54
H 2.11 2.17 1.70
```

## Properties
* frontier orbital gap: 10.9 eV
* net charge: -1
* LUMO energy: 2.7 eV

Results of the natural (NBO) charge analysis, in e, for atoms 1 through 2: atom 1 (P): 2.61, atom 2 (F): -0.58

=====

Entry x
Formula: F6H20O10P
Source: the Open Molecules 2025 dataset
Level of theory: ωB97M-V/def2-TZVPD

XYZ file:
```
37
F6H20O10P, DFT ωB97M-V/def2-TZVPD
P -8.11 5.78 -0.56
F -8.69 4.39 0.16
F -8.16 6.53 0.87
F -6.61 5.29 -0.11
F -7.60 7.12 -1.36
F -8.06 5.04 -1.96
F -9.65 6.30 -0.82
O -6.09 0.09 -3.55
H -6.01 1.04 -3.45
H -5.20 -0.20 -3.77
O -12.39 3.79 -3.22
H -12.21 3.00 -2.72
H -12.03 4.51 -2.70
O -7.91 9.15 -6.19
H -8.37 8.66 -5.51
H -8.60 9.60 -6.67
O -14.63 5.72 0.93
H -14.01 5.03 1.18
H -14.18 6.54 1.15
O -3.56 2.49 2.06
H -4.29 3.01 1.75
H -2.93 3.12 2.39
O -10.98 5.98 5.16
H -11.47 5.30 4.70
H -11.08 6.76 4.62
O -12.07 10.24 -3.06
H -11.80 9.44 -2.61
H -12.97 10.40 -2.75
O -7.46 12.25 -2.71
H -7.88 11.50 -3.15
H -7.05 11.87 -1.94
O -4.04 4.39 -4.77
H -4.43 4.29 -3.90
H -3.25 4.91 -4.62
O -6.83 5.82 5.24
H -7.77 5.97 5.12
H -6.50 5.70 4.35
```

## Properties
* frontier orbital gap: 11.1 eV
* net charge: -1
* LUMO energy: 2.1 eV

Results of the natural (NBO) charge analysis, in e, for atoms 1 through 2: atom 1 (P): 2.60, atom 2 (F): -0.61

=====

Of them, the most stable is entry w and the least stable is entry x.